# C33H25AsCaNO5

A structure of composition C33H25AsCaNO5 (ωB97M-V/def2-TZVPD, OMol25).

Computed properties:
ΔE to the lowest compared entry with this formula, charge and spin = 0.0000 eV

Structure (ORCA input):
```
! wB97M-V def2-TZVPD RIJCOSX def2/J DEFGRID3
* xyz -1 1
Ca -0.5265 -1.4913 1.9439
O 2.8755 -1.1012 4.1676
C 1.9119 -0.6195 3.5948
O 1.5804 -0.8079 2.3577
C 1.0141 0.3641 4.3814
C 0.2985 1.3554 3.4595
C -0.2332 2.5495 4.2598
C -1.4688 1.9292 4.9609
C -1.3816 0.4775 4.4878
O -0.9244 0.6481 3.1202
C -0.2053 -0.2437 5.1700
C -0.3789 -1.7787 5.1288
O -0.1318 -2.4194 6.1376
O -0.8288 -2.2418 4.0119
H 1.6730 0.8788 5.0796
H 0.8442 1.5878 2.5504
H -0.5167 3.3720 3.6023
H 0.5145 2.9172 4.9620
H -2.3933 2.3891 4.6122
H -1.4331 2.0056 6.0469
H -2.3143 -0.0796 4.4872
H -0.1392 0.0350 6.2205
C 1.4829 4.8721 -1.3512
C 0.8624 4.4792 -0.1763
C 0.4662 3.1567 -0.0101
C 0.6916 2.2191 -1.0103
C 1.3093 2.6236 -2.1908
C 1.7028 3.9414 -2.3606
As 0.1376 0.3581 -0.7045
C -0.5283 -0.0319 -2.4820
C -1.7810 0.2730 -2.9863
C -2.1128 -0.1119 -4.2787
C -1.1943 -0.8089 -5.0533
C 0.0611 -1.1163 -4.5497
C 0.4034 -0.7272 -3.2595
C 1.6915 -0.9926 -2.5858
C 2.7780 -1.6543 -3.1466
C 3.9304 -1.8411 -2.3969
C 4.0018 -1.3846 -1.0864
C 2.9200 -0.7279 -0.5121
C 1.7780 -0.5218 -1.2696
H 1.7934 5.9010 -1.4842
H 0.6832 5.1986 0.6131
H -0.0353 2.8595 0.9042
H 1.4861 1.9025 -2.9809
H 2.1839 4.2440 -3.2825
H -2.5073 0.7918 -2.3722
H -3.0974 0.1025 -4.6740
H -1.4694 -1.1309 -6.0496
H 0.7642 -1.6703 -5.1599
H 2.7275 -2.0291 -4.1617
H 4.7752 -2.3595 -2.8333
H 4.8955 -1.5554 -0.5001
H 2.9482 -0.4268 0.5278
N -4.1080 -3.4014 -4.8408
C -3.6245 -3.2139 -3.8125
C -3.0086 -2.9783 -2.5372
C -3.6790 -2.2518 -1.5540
C -3.0375 -1.9716 -0.3573
C -1.7248 -2.3857 -0.0526
C -1.1137 -3.1440 -1.0706
C -1.7158 -3.4323 -2.2871
H -4.6867 -1.9000 -1.7458
H -3.5985 -1.3802 0.3659
H -0.0972 -3.5095 -0.9331
H -1.1900 -3.9902 -3.0536
*
```


# C12H16N2

A structure of composition C12H16N2 at a distorted geometry (ωB97M-V/def2-TZVPD, OMol25).

Computed properties:
ΔE to the lowest compared entry with this formula, charge and spin = 4.6524 eV

Structure (ORCA input):
```
! wB97M-V def2-TZVPD RIJCOSX def2/J DEFGRID3
* xyz 0 1
C -0.0303 -1.0938 3.8771
C -0.0193 0.2796 3.5219
C -0.1199 -2.0405 2.8658
C 0.2373 0.6556 2.2092
C -0.1259 -1.6713 1.5309
C 0.0592 -0.2759 1.1788
C -0.0815 0.0775 -0.1960
C -1.1275 0.3769 -0.9579
C -0.5964 0.6134 -2.4136
C -2.5617 0.3579 -0.5974
C 1.7773 -1.2332 -1.4049
C 1.2221 2.1842 -2.3026
N 1.4422 0.1669 -1.2648
N 0.8013 0.7922 -2.3478
H -0.1893 -1.2060 4.8866
H -0.2046 1.0494 4.3742
H -0.0263 -3.0856 3.0941
H 0.5292 1.6933 1.8851
H -0.2008 -2.5017 0.8103
H -0.8656 -0.2392 -2.9868
H -1.0329 1.4020 -2.9169
H -3.1297 0.4710 -1.4782
H -2.8529 1.1267 0.1427
H -2.7530 -0.6164 -0.2874
H 2.1351 -1.7276 -0.4035
H 1.0791 -1.7753 -2.0258
H 2.6220 -1.4197 -1.9957
H 0.4967 2.8127 -1.7609
H 2.1588 2.2443 -1.7547
H 1.3574 2.5823 -3.2816
*
```


Values of HOMO-LUMO gap, in order: 0.29643; 0.32769, all in hartree.
Values of LUMO, in order: 2.349; 0.889, all in eV.
Values of total energy, in order: -125637.046; -15679.446, all in eV.